58
Properties=species:S:1:pos:R:3:mulliken_charge:R:1 method="wB97M-V/def2-TZVPD" lumo_energy_ev=-6.4 total_energy_ev=-26309.8976 spin_multiplicity=1 homo_lumo_gap_ha=0.1344 e_homo_ha=-0.3709 charge=+1
F -2.174 0.944 0.864 -0.04
N 0.471 3.578 4.368 0.07
N -2.453 0.614 -0.420 -0.02
N -3.955 2.398 -1.543 -0.29
N 0.154 -3.912 -2.242 0.27
N -1.458 2.213 -2.132 -0.40
C -1.320 -0.098 -1.187 -0.29
C 0.458 -2.789 -3.134 -0.29
C 1.209 4.713 4.932 -0.71
C -0.895 -4.794 -2.763 -0.36
C -1.434 -5.787 -1.737 -1.40
C 2.108 -5.537 -2.520 -0.98
C -2.719 1.796 -1.360 0.26
C 2.077 5.533 3.985 -0.92
C -1.518 2.866 3.015 -1.25
C 1.053 -3.112 -4.500 -1.27
C -0.547 3.981 3.391 -0.30
C -0.417 1.260 -1.549 -0.28
C 2.086 2.483 2.716 -0.90
C 1.289 2.417 4.014 -0.67
C 1.319 -4.567 -1.646 -0.69
H 2.409 1.474 2.434 0.36
H 2.103 -3.398 -4.426 0.25
H -0.555 -5.347 -3.643 0.27
H 0.633 1.539 3.966 0.35
H 2.377 6.465 4.477 0.39
H 2.007 -3.807 -1.255 0.33
H 2.754 -6.156 -1.887 0.38
H -0.123 1.846 -0.551 0.16
H 0.987 -5.109 -0.752 0.41
H 1.013 -2.222 -5.137 0.46
H 1.832 4.361 5.766 0.36
H -2.303 3.263 2.364 0.39
H 0.482 5.392 5.399 0.40
H 2.995 5.007 3.720 0.22
H -2.276 -6.340 -2.164 0.43
H -0.764 -0.982 -0.657 0.35
H 1.464 -6.215 -3.086 0.25
H -1.687 1.745 -3.058 0.34
H 0.507 -3.905 -5.017 0.27
H -2.000 2.445 3.903 0.32
H 0.482 1.073 -2.305 0.37
H 1.551 5.808 3.067 0.26
H 2.990 3.084 2.828 0.28
H -0.678 -6.521 -1.442 0.30
H -0.093 4.376 2.478 0.24
H -1.021 2.058 2.470 0.19
H -1.792 -5.273 -0.838 0.31
H 2.762 -5.011 -3.218 0.27
H -1.829 -0.409 -2.221 0.19
H 1.125 -2.084 -2.617 0.37
H -4.724 1.758 -1.904 0.32
H -4.079 3.426 -1.409 0.31
H -1.147 4.792 3.821 0.41
H -0.470 -2.222 -3.295 0.04
H -1.745 -4.180 -3.086 0.40
H 1.976 2.189 4.839 0.35
H 1.502 2.880 1.881 0.18